Record 1
6
Properties=species:S:1:pos:R:3 method="wB97M-V/def2-TZVPD" e_homo_ha=-0.4155 smiles=O.O
O 1.51 -0.31 -0.18
H 2.35 -0.43 0.30
H 1.39 0.65 -0.14
O -1.78 -0.33 -0.20
H -1.22 0.43 -0.37
H -2.24 -0.01 0.60

---

Record 2
6
Properties=species:S:1:pos:R:3 method="wB97M-V/def2-TZVPD" e_homo_ha=-0.4178 smiles=O.O
O 1.36 -0.04 -0.28
H 1.17 -0.18 0.67
H 2.30 0.12 -0.17
O -2.01 -0.07 -0.21
H -1.22 -0.61 -0.05
H -1.61 0.78 0.04

---

| no. | Kohn-Sham gap (eV) | calculated total energy (hartree) |
| --- | --- | --- |
| 1 | 11.98 | -152.86348 |
| 2 | 11.89 | -152.86463 |